No. 1
2 unconnected molecules or ions with the total composition C5H16N2O at a distorted geometry, computed with ωB97M-V with the def2-TZVPD basis set.

XYZ file:
```
24
Properties=species:S:1:pos:R:3:forces:R:3
N 1.40240 -1.65779 -2.37043 -2.3 -1.7 2.1
C 0.35586 -0.57575 -2.23020 1.1 -0.3 2.7
C 0.64881 0.54739 -1.13093 4.3 -3.6 -0.5
N 0.44759 0.06470 0.26986 -0.3 1.2 -1.4
C -0.35341 2.38596 1.02251 -1.3 0.1 -1.7
C -0.64304 0.85644 0.87315 -1.1 -0.5 -0.8
C -0.90704 0.21531 2.21051 -1.3 -0.1 -0.3
H 2.31925 -1.34366 -2.09047 0.1 0.1 0.2
H 1.09641 -2.48933 -1.67130 1.3 2.6 -2.3
H 0.08700 -0.14737 -3.15970 0.1 0.5 -1.1
H -0.51509 -1.04897 -1.81037 -0.6 -0.4 -0.3
H 0.17676 1.40870 -1.39851 -1.8 2.4 -0.3
H 1.76531 0.80051 -1.24906 -1.4 -0.2 0.1
H 1.29904 0.22514 0.82120 -0.4 -0.1 -0.3
H -0.45766 2.76886 1.99593 0.7 -0.1 1.8
H 0.58168 2.67627 0.55213 0.2 0.0 0.2
H -1.15055 3.03313 0.58119 0.5 -0.7 -0.5
H -1.58449 0.75461 0.17585 1.8 -0.1 1.2
H -0.80515 -0.83924 2.31047 0.6 -1.1 -0.8
H -0.27645 0.60794 2.95058 0.7 0.9 1.2
H -1.94113 0.29801 2.46080 -0.8 0.8 0.6
H 0.04759 -2.44177 -0.04570 -0.2 -0.2 -0.1
H -1.01537 -2.90829 0.91010 0.9 -1.0 -2.3
O -0.57833 -3.19082 0.02240 -0.7 1.4 2.6
```
Positions in Å, forces in eV/Å.

Properties
energy relative to the best compared isomer or geometry (same formula, charge and spin): 44.2 kcal/mol
DFT total energy: -384.7877 hartree
largest force on an atom: 5.65 eV/A
HOMO-LUMO gap: 9.9721 eV

Mulliken atomic charge list, values in e, 8 entries:
1 N -0.587
2 C -0.847
3 C -0.671
4 N -0.289
5 C -1.359
6 C 0.570
7 C -1.596
8 H 0.253

***

No. 2
2 unconnected molecules or ions with the total composition C5H16N2O, computed with ωB97M-V with the def2-TZVPD basis set.

XYZ file:
```
24
Properties=species:S:1:pos:R:3:forces:R:3
C -0.57641 -0.13758 2.04527 0.3 -0.1 0.6
C -0.21412 -0.53283 0.61565 -0.3 -0.4 0.1
C -1.46546 -0.95001 -0.19487 0.2 0.4 0.1
C -1.77917 -2.45366 -0.13165 -0.6 0.6 -0.3
N 0.58166 0.48967 -0.03424 0.2 0.8 -0.3
C 1.83389 0.10501 -0.68937 -0.6 0.1 0.1
N 1.76231 -0.50316 -1.99238 0.6 -0.5 0.2
H -1.45978 0.48838 2.11645 -0.2 0.2 -0.2
H -0.76477 -1.02201 2.65656 -0.2 -0.1 -0.1
H 0.23530 0.39660 2.55132 0.0 -0.1 -0.3
H 0.40916 -1.42956 0.68161 0.2 0.0 0.0
H -1.29160 -0.57732 -1.20683 -0.1 -0.4 -0.2
H -2.32944 -0.38889 0.16034 0.0 0.1 0.1
H -1.01697 -2.97066 0.43316 0.0 -0.4 0.1
H -2.76959 -2.62537 0.29636 0.2 -0.1 0.3
H -1.84699 -2.85755 -1.13335 0.2 -0.3 -0.2
H 0.02753 1.00431 -0.70896 -0.2 0.0 0.1
H 2.40589 1.01617 -0.80870 0.2 0.2 0.0
H 2.36394 -0.52665 0.02490 0.1 -0.1 -0.2
H 1.40302 0.07905 -2.72837 -0.2 -0.1 0.0
H 1.49429 -1.47606 -2.03785 -0.2 0.3 -0.1
H 0.40509 2.88533 0.09094 0.0 -0.1 0.2
H -0.39493 3.40682 1.27384 0.0 0.0 0.0
O -0.10542 3.64733 0.38806 0.0 0.1 -0.1
```
Positions in Å, forces in eV/Å.

Properties
energy relative to the best compared isomer or geometry (same formula, charge and spin): 16.3 kcal/mol
DFT total energy: -384.8321 hartree
largest force on an atom: 0.93 eV/A
HOMO-LUMO gap: 9.7041 eV

Mulliken atomic charge list, values in e, 8 entries:
1 C -1.591
2 C 0.273
3 C -0.585
4 C -1.206
5 N -0.277
6 C -0.805
7 N -0.463
8 H 0.343

***

No. 3
2 unconnected molecules or ions with the total composition C5H16N2O at a distorted geometry, computed with ωB97M-V with the def2-TZVPD basis set.

XYZ file:
```
24
Properties=species:S:1:pos:R:3:forces:R:3
C 0.31199 0.79949 0.28491 -1.3 -0.6 0.6
C 0.85337 0.06217 -0.93240 0.3 0.4 -1.4
C 1.16845 1.13969 -2.01200 1.1 -1.2 -1.1
C 1.95815 -0.92008 -0.55970 0.2 0.2 1.6
N -0.72811 0.04733 1.08020 0.2 2.2 -1.6
C -2.10645 0.42142 0.72827 0.5 -0.4 -0.6
N -2.46292 0.03051 -0.68481 0.1 -0.7 1.3
H 1.12709 1.00079 0.97359 0.4 0.2 0.0
H -0.10168 1.76307 -0.01667 -0.1 0.0 0.0
H 0.10890 -0.58196 -1.43970 -0.2 0.6 0.6
H 0.21779 1.53675 -2.37916 0.3 0.5 0.3
H 1.98933 1.86004 -1.87058 -0.8 0.4 1.1
H 1.64142 0.69785 -2.90080 -0.5 -0.7 -0.1
H 2.92856 -0.49461 -0.32307 0.5 0.4 -1.0
H 2.01949 -1.83355 -1.13930 0.2 0.2 -0.4
H 1.78511 -1.23984 0.47223 -0.7 -0.5 0.1
H -0.51724 -0.91232 0.84207 -0.7 -0.2 0.4
H -2.31485 1.49577 0.77624 0.7 -0.1 0.4
H -2.71976 -0.05032 1.51598 -0.2 0.0 -0.6
H -2.93866 -0.84969 -0.54839 -0.1 -0.4 -0.6
H -3.14123 0.62805 -1.12781 -0.2 0.4 0.2
H 0.61345 -2.09380 2.61878 0.1 0.0 0.2
H 0.37298 -0.99216 3.66210 0.0 0.0 -0.2
O -0.06518 -1.51460 2.98001 0.3 -0.7 0.7
```
Positions in Å, forces in eV/Å.

Properties
energy relative to the best compared isomer or geometry (same formula, charge and spin): 39.9 kcal/mol
DFT total energy: -384.7945 hartree
largest force on an atom: 2.75 eV/A
HOMO-LUMO gap: 9.1394 eV

Mulliken atomic charge list, values in e, 8 entries:
1 C -1.374
2 C 1.091
3 C -1.695
4 C -1.236
5 N -0.066
6 C -0.633
7 N -0.493
8 H 0.363

***

No. 4
2 unconnected molecules or ions with the total composition C5H16N2O at a distorted geometry, computed with ωB97M-V with the def2-TZVPD basis set.

XYZ file:
```
24
Properties=species:S:1:pos:R:3:forces:R:3
C -1.17048 -2.48041 0.56145 1.0 3.3 -0.2
C -0.20345 -1.71780 -0.49442 -2.1 -0.4 1.7
N 0.24537 -0.49193 0.10620 -0.8 0.8 1.0
C -0.02495 1.12171 -1.76812 3.7 -3.7 -3.2
C 0.88988 0.54033 -0.69734 -3.1 3.3 3.2
C 1.42037 1.62656 0.38171 1.1 -0.4 -2.0
N 2.87496 1.32476 0.69045 -3.0 3.0 0.1
H -1.69567 -3.35717 0.24168 0.2 -0.6 -0.4
H -1.99457 -1.68913 0.78979 1.5 -1.4 -0.1
H -0.48400 -2.60783 1.40728 -0.8 -0.4 0.3
H 0.67881 -2.21126 -0.75535 1.2 -1.5 -0.4
H -0.82720 -1.63168 -1.34309 -0.5 0.5 -1.5
H -0.54319 -0.02932 0.55942 0.1 -0.2 0.0
H 0.42748 1.78342 -2.52629 0.0 0.2 0.8
H -0.15181 0.16015 -2.39842 -0.5 1.5 0.5
H -0.92870 1.39524 -1.46039 -3.7 1.5 1.4
H 1.62787 0.09802 -1.19767 3.6 -1.5 -1.7
H 1.35911 2.67218 0.00434 0.1 -0.7 -0.3
H 0.73240 1.67241 1.25521 0.9 -0.6 -0.2
H 2.87128 0.78407 1.48393 0.8 -1.9 1.7
H 3.40406 1.03464 -0.08398 0.4 -0.7 -0.7
H -2.68297 -0.07068 2.10156 -0.4 2.0 -2.6
H -3.01198 1.47463 1.84423 0.6 -2.6 -1.9
O -2.81262 0.59910 1.29783 -0.2 0.7 4.6
```
Positions in Å, forces in eV/Å.

Properties
energy relative to the best compared isomer or geometry (same formula, charge and spin): 57.6 kcal/mol
DFT total energy: -384.7663 hartree
largest force on an atom: 6.08 eV/A
HOMO-LUMO gap: 8.8655 eV

Mulliken atomic charge list, values in e, 8 entries:
1 C -0.943
2 C -0.540
3 N -0.285
4 C -1.453
5 C -0.047
6 C -0.533
7 N -0.577
8 H 0.398

***

No. 5
3 unconnected molecules or ions with the total composition C5H16N2O at a distorted geometry, computed with ωB97M-V with the def2-TZVPD basis set.

XYZ file:
```
24
Properties=species:S:1:pos:R:3:forces:R:3
C 0.85224 -2.07902 1.00774 -0.5 -0.8 -0.9
C 0.12227 -1.11507 0.04179 0.5 1.1 0.3
C -0.68555 0.00639 0.82758 1.2 -0.5 -0.8
C 0.25685 1.12120 1.34246 0.4 -1.0 -0.8
C 0.88449 1.95753 0.20811 -0.4 -0.4 -0.2
N -0.17192 2.66849 -0.52135 0.6 0.2 -0.6
N -0.71505 -1.63186 -1.02123 -2.5 -2.5 4.2
H 0.13756 -2.63947 1.65106 0.4 0.5 -0.1
H 1.67667 -1.62311 1.57363 -0.7 0.2 0.1
H 1.36439 -2.83337 0.39915 -0.1 -0.1 0.0
H 0.94479 -0.65558 -0.52260 -0.2 0.4 -0.1
H -1.08297 -0.60683 1.64335 -0.3 0.4 0.2
H -1.53116 0.40454 0.23451 0.6 -0.3 0.2
H -0.34212 1.73096 2.01779 0.5 0.2 0.2
H 1.10207 0.57514 1.81078 -0.5 0.6 0.4
H 1.60045 1.32413 -0.38523 -0.9 0.1 0.0
H 1.57135 2.70064 0.57874 0.0 0.4 0.7
H -0.72160 2.05454 -1.11725 0.2 -0.3 0.2
H 0.26397 3.29616 -1.20230 -0.1 -0.1 0.4
H -0.87792 -2.64117 -0.91337 1.1 -0.5 -0.8
H -1.87347 -2.39949 0.22967 1.2 1.6 -2.0
H -0.97594 -0.34799 -1.97038 0.0 0.6 -0.7
H -1.00419 0.25279 -3.41191 0.0 0.1 0.1
O -0.79521 0.48045 -2.50072 -0.2 -0.2 0.0
```
Positions in Å, forces in eV/Å.

Properties
energy relative to the best compared isomer or geometry (same formula, charge and spin): 109.4 kcal/mol
DFT total energy: -384.6837 hartree
largest force on an atom: 5.45 eV/A
HOMO-LUMO gap: 7.5497 eV

Mulliken atomic charge list, values in e, 8 entries:
1 C -1.428
2 C 0.237
3 C -0.797
4 C -0.534
5 C -0.483
6 N -0.678
7 N -0.753
8 H 0.365

***

No. 6
2 unconnected molecules or ions with the total composition C5H16N2O, computed with ωB97M-V with the def2-TZVPD basis set.

XYZ file:
```
24
Properties=species:S:1:pos:R:3:forces:R:3
C -0.76825 0.78511 1.45297 0.0 -0.3 0.5
N -0.55865 1.80948 0.45313 -0.1 0.2 -0.1
C 0.80465 2.03603 -0.03073 -0.8 -0.2 0.2
C 1.42339 0.92373 -0.89043 0.3 0.0 0.2
C 2.38729 0.02291 -0.12914 -0.1 0.0 0.2
N 2.86319 -1.05975 -0.98362 0.0 0.1 0.0
C -1.57035 -0.41680 0.97193 0.4 -0.5 0.1
H -1.26692 1.19434 2.33415 -0.3 0.2 0.0
H 0.17652 0.45220 1.88305 0.3 0.0 -0.4
H -1.24119 1.71788 -0.29080 0.3 0.1 0.0
H 0.76556 2.95940 -0.58880 0.1 0.3 -0.3
H 1.38814 2.25056 0.86692 0.3 -0.1 -0.1
H 0.61598 0.32032 -1.31654 0.0 0.0 -0.1
H 1.99441 1.34448 -1.71535 -0.1 0.1 -0.2
H 3.26398 0.60907 0.16523 -0.1 0.0 0.0
H 1.90795 -0.29852 0.80945 0.1 -0.2 -0.1
H 3.53287 -1.63937 -0.50031 0.1 -0.1 0.0
H 2.11015 -1.66127 -1.28777 -0.1 0.0 0.0
H -1.18561 -0.81665 0.02153 -0.2 0.2 0.2
H -1.49504 -1.22801 1.70760 -0.1 0.1 -0.1
H -2.62382 -0.16540 0.87741 -0.1 0.0 -0.2
H -4.24703 -2.30894 -1.00939 0.5 -0.5 -0.3
H -4.49118 -3.74430 -1.41651 0.2 -0.1 -0.1
O -3.78606 -3.08649 -1.38396 -0.7 0.6 0.4
```
Positions in Å, forces in eV/Å.

Properties
energy relative to the best compared isomer or geometry (same formula, charge and spin): 20.0 kcal/mol
DFT total energy: -384.8262 hartree
largest force on an atom: 0.97 eV/A
HOMO-LUMO gap: 9.1229 eV

Mulliken atomic charge list, values in e, 8 entries:
1 C -0.366
2 N -0.294
3 C -0.882
4 C -0.353
5 C -0.406
6 N -0.614
7 C -1.092
8 H 0.291